No. 1
Below is 2 unconnected molecules or ions with the total composition C5H13NO at a distorted geometry, with properties calculated with ωB97M-V/def2-TZVPD.

- SMILES: CC(N)=O.CCC
- HOMO level: -9.9372 eV
- Net charge: 0
- LUMO energy: 0.85 eV
- Maximum force: 1.08 eV/Å
- Energy above the lowest of the compared OMol25 structures with the same formula, charge and spin: 0.0242 eV
- E: -328.31796 hartree
- Gap between HOMO and LUMO: 10.79 eV

Positions of all 20 atoms, in Å:
O: 0.495 -1.703 1.485
N: 2.183 -0.330 2.047
C: -1.611 -0.225 -1.487
C: -1.225 1.683 0.132
C: 2.189 -1.365 -0.160
C: -2.241 0.926 -0.726
C: 1.532 -1.159 1.171
H: 3.008 0.166 1.761
H: -1.648 2.581 0.572
H: 2.995 -2.108 -0.126
H: -3.114 0.612 -0.147
H: -0.842 0.152 -2.156
H: -1.191 -0.911 -0.748
H: 2.661 -0.470 -0.568
H: -2.371 -0.748 -2.063
H: 1.626 -0.031 2.831
H: -0.360 1.925 -0.476
H: -2.641 1.653 -1.448
H: -0.910 1.075 0.987
H: 1.466 -1.722 -0.881

No. 2
Below is 9 unconnected molecules or ions with the total composition C25H50N4O7 at a distorted geometry, with properties calculated with ωB97M-V/def2-TZVPD.

- SMILES: CN(C)C=O.CN(C)C=O.CC(C)=O.CC(C)=O.CC(C)=O.CC(C)=O.CC(C)=O.CC#N.CC#N
- HOMO level: -9.4361 eV
- Net charge: 0
- LUMO energy: -0.24 eV
- Maximum force: 3.59 eV/Å
- E: -1728.16583 hartree
- Gap between HOMO and LUMO: 9.20 eV

Positions of all 86 atoms, in Å:
O: 4.772 -2.817 4.705
O: 2.050 7.324 3.616
O: 0.160 -3.304 -2.508
O: 6.032 4.163 -0.044
O: -4.836 -7.773 -0.344
O: -7.258 2.727 -2.397
O: -2.161 1.494 -6.368
N: -3.115 -1.379 5.436
N: -1.578 1.792 0.824
N: 2.310 -3.997 -2.071
N: 3.978 4.621 -0.836
C: -2.701 -2.387 5.879
C: 4.228 -1.850 5.227
C: -6.759 2.261 -4.694
C: 4.238 -0.406 4.629
C: -4.473 -6.729 -2.469
C: 3.543 -1.956 6.586
C: 3.189 5.385 4.429
C: 0.616 5.424 3.773
C: -1.034 1.440 -5.885
C: -6.522 2.156 -3.230
C: -5.447 1.178 -2.806
C: -0.080 0.305 -6.299
C: 3.185 -5.162 -1.704
C: -0.603 2.400 -4.740
C: -5.084 -5.292 -0.274
C: 1.981 6.143 3.894
C: -2.162 -3.674 6.346
C: -4.767 -6.677 -0.948
C: 2.980 -2.742 -2.323
C: -1.163 0.785 1.146
C: -0.658 -0.545 1.551
C: 3.102 5.604 -1.511
C: 0.985 -4.178 -2.238
C: 3.429 3.292 -0.573
C: 5.225 4.977 -0.471
H: 2.940 5.328 -2.553
H: -4.304 -4.545 -0.419
H: 3.573 -0.991 7.091
H: 0.973 0.584 -6.247
H: 3.311 6.670 -1.595
H: -2.952 -4.399 6.152
H: 3.979 6.122 4.567
H: 0.637 -5.202 -2.029
H: -1.423 3.104 -4.600
H: -4.440 1.487 -3.086
H: -1.537 -1.188 1.508
H: 3.904 -4.855 -0.945
H: 5.474 6.008 -0.766
H: -4.527 -7.751 -2.844
H: 3.762 -5.466 -2.577
H: 0.131 5.808 2.875
H: 2.151 5.636 -0.981
H: 2.482 3.365 -0.038
H: 4.072 2.634 0.012
H: 2.660 -6.005 -1.257
H: 3.431 0.223 5.006
H: -0.500 1.751 -3.870
H: 0.701 4.357 3.570
H: -5.922 2.804 -5.134
H: 2.489 -2.188 6.429
H: 3.019 4.995 5.432
H: 3.090 -2.139 -1.421
H: -5.727 0.234 -3.275
H: -5.220 -6.118 -2.976
H: 3.983 -2.962 -2.689
H: 0.028 5.615 4.671
H: -3.514 -6.312 -2.777
H: 3.201 2.782 -1.509
H: 3.483 4.740 3.601
H: 5.138 -0.002 5.091
H: -0.370 0.055 -7.319
H: -0.271 -0.565 -5.671
H: -5.958 -4.842 -0.746
H: 4.384 -0.396 3.549
H: -5.155 -5.396 0.808
H: 2.442 -2.100 -3.020
H: 4.049 -2.712 7.185
H: -1.319 -3.986 5.730
H: -0.020 -0.889 0.737
H: -7.644 2.878 -4.856
H: -6.990 1.352 -5.249
H: -5.424 1.174 -1.717
H: -0.274 -0.543 2.572
H: -1.905 -3.614 7.404
H: 0.305 2.856 -5.134

No. 3
Below is a molecular structure, C15H17NZn at a distorted geometry, with properties calculated with ωB97M-V/def2-TZVPD.

- HOMO level: 0.4420 eV
- Net charge: -2
- LUMO energy: 4.94 eV
- Maximum force: 2.54 eV/Å
- Energy above the lowest of the compared OMol25 structures with the same formula, charge and spin: 0.0000 eV
- E: -2415.71825 hartree
- Gap between HOMO and LUMO: 4.50 eV

Positions of all 34 atoms, in Å:
Zn: -0.459 -0.732 0.400
N: -1.724 0.517 -0.496
C: -2.008 0.484 -2.884
C: 2.673 0.393 -0.653
C: 2.464 1.014 0.613
C: -0.895 -1.915 2.871
C: 1.081 2.043 -0.920
C: -2.235 -1.954 2.403
C: -0.600 -2.493 4.114
C: 1.481 2.034 0.450
C: 1.819 1.029 -1.601
C: -1.544 -0.039 -1.689
C: 0.222 -1.301 2.118
C: -3.216 -2.618 3.147
C: -2.901 -3.205 4.379
C: -0.756 -1.314 -1.584
C: -1.584 -3.132 4.862
H: 1.748 0.800 -2.662
H: 0.169 -1.347 -2.163
H: -2.567 1.407 -2.860
H: -1.313 -3.575 5.820
H: 1.110 2.702 1.226
H: -2.021 1.493 -0.465
H: -1.771 -0.027 -3.807
H: 3.376 -0.411 -0.867
H: -3.668 -3.714 4.964
H: 0.434 -2.435 4.467
H: -2.513 -1.471 1.454
H: -4.235 -2.679 2.757
H: 1.042 -2.009 1.923
H: 0.636 -0.414 2.618
H: 2.978 0.767 1.542
H: 0.355 2.713 -1.374
H: -1.348 -2.230 -1.659

No. 4
Below is C5H8ClN3O3 in the gas phase at a distorted geometry, with properties calculated with ωB97M-V/def2-TZVPD.

- SMILES: COC(=O)/N=N\C(=O)NCCCl
- HOMO level: -9.6353 eV
- Net charge: 0
- LUMO energy: -0.74 eV
- Maximum force: 6.75 eV/Å
- Energy above the lowest of the compared OMol25 structures with the same formula, charge and spin: 0.0000 eV
- E: -1045.41718 hartree
- Gap between HOMO and LUMO: 8.90 eV

Positions of all 20 atoms, in Å:
Cl: 0.268 1.689 -3.503
O: 0.968 -0.785 0.581
O: -2.174 -1.346 1.129
O: -0.992 -1.484 3.022
N: 1.127 1.145 -0.662
N: -1.050 0.652 1.894
N: -0.171 1.166 1.230
C: -1.131 -2.856 3.030
C: 0.711 0.367 0.424
C: 2.014 0.744 -1.611
C: -1.428 -0.811 1.905
C: 1.302 0.232 -2.855
H: 0.666 2.123 -0.658
H: 1.967 0.061 -3.858
H: 0.694 -0.650 -2.545
H: 2.605 1.711 -1.786
H: -0.871 -3.292 4.123
H: -2.237 -3.096 2.984
H: 2.568 -0.116 -1.342
H: -0.532 -3.334 2.194

No. 5
Below is 4 unconnected molecules or ions with the total composition H8O4, with properties calculated with ωB97M-V/def2-TZVPD.

- SMILES: O.O.O.O
- HOMO level: -11.4094 eV
- Net charge: 0
- LUMO energy: 0.58 eV
- Maximum force: 0.29 eV/Å
- Energy above the lowest of the compared OMol25 structures with the same formula, charge and spin: 1.1654 eV
- E: -305.73638 hartree
- Gap between HOMO and LUMO: 11.99 eV

Positions of all 12 atoms, in Å:
O: 3.302 -0.430 0.483
O: 1.131 -5.041 -1.665
O: -1.625 -0.307 -0.404
O: -2.137 4.980 1.321
H: -2.040 -0.151 -1.252
H: -1.696 5.070 2.166
H: 1.537 -5.031 -2.532
H: -3.057 5.164 1.511
H: 2.348 -0.407 0.411
H: 3.488 -0.019 1.327
H: 0.787 -4.155 -1.550
H: -2.038 0.326 0.184

No. 6
Below is 2 unconnected molecules or ions with the total composition C2H10N2P at a distorted geometry, with properties calculated with ωB97M-V/def2-TZVPD.

- HOMO level: -13.2765 eV
- Net charge: +1
- LUMO energy: -4.75 eV
- Maximum force: 4.45 eV/Å
- Energy above the lowest of the compared OMol25 structures with the same formula, charge and spin: 2.3532 eV
- E: -532.75571 hartree
- Gap between HOMO and LUMO: 8.53 eV

Positions of all 15 atoms, in Å:
P: 0.085 0.858 0.461
N: 0.908 -1.561 1.525
N: 0.793 -0.082 -2.005
C: 0.141 -0.873 0.756
C: -1.731 1.322 0.199
H: -0.520 -1.581 0.205
H: -1.767 2.491 0.276
H: 0.434 -0.075 -2.961
H: 1.225 0.852 -1.849
H: -2.012 0.925 -0.702
H: -2.240 0.786 1.049
H: 0.400 1.261 1.693
H: 1.728 -0.614 -2.197
H: 1.120 -2.509 1.233
H: 1.436 -1.199 2.317

No. 7
Below is 2 unconnected molecules or ions with the total composition Br3HOSi at a distorted geometry, with properties calculated with ωB97M-V/def2-TZVPD.

- HOMO level (alpha / beta): -11.0724 / -8.0698 eV
- Net charge: 0
- LUMO energy (alpha / beta): -1.55 / -1.94 eV
- Maximum force: 2.05 eV/Å
- Energy above the lowest of the compared OMol25 structures with the same formula, charge and spin: 5.3836 eV
- E: -8087.37593 hartree
- Gap between HOMO and LUMO (alpha / beta): 9.52 / 6.13 eV

Positions of all 6 atoms, in Å:
Br: -0.995 -2.516 -0.610
Br: 0.864 -1.280 2.087
Br: 1.676 -0.104 -1.367
Si: 0.221 -0.844 0.107
O: -1.097 1.983 0.086
H: -0.668 2.761 -0.303

> Which value of maximum force does entry 7 give?

2.05 eV/Å